This record from the Open Molecules 2025 dataset describes a structure of composition C11H19O10Tl. The level of theory is wB97M-V/def2-TZVPD.

Geometry as XYZ:
```
41
Properties=species:S:1:pos:R:3:lowdin_charge:R:1
Tl -7.628 14.970 -27.883 0.966
C -8.879 11.334 -29.427 0.215
C -9.556 10.280 -30.093 -0.353
C -9.282 8.872 -29.695 -0.342
O -10.045 7.955 -29.933 0.159
C -8.270 8.644 -28.717 0.239
C -7.458 9.710 -28.133 -0.312
C -7.823 11.182 -28.436 -0.312
O -7.170 12.124 -28.058 0.010
O -6.519 9.516 -27.406 0.167
O -10.325 10.550 -30.998 0.151
H -9.090 12.356 -29.722 0.136
H -8.051 7.663 -28.312 0.150
O -5.081 14.012 -28.512 -0.472
H -4.659 14.689 -27.972 -0.099
C -4.980 16.986 -26.149 -0.149
O -5.636 17.298 -27.373 -0.209
H -5.670 17.002 -25.303 0.084
H -4.579 15.970 -26.187 0.044
H -4.118 17.634 -25.997 0.093
H -5.270 18.123 -27.695 0.085
C -3.319 14.687 -31.480 -0.265
C -3.497 13.171 -31.483 -0.271
O -4.714 12.792 -30.887 -0.106
O -3.229 15.313 -30.207 -0.102
H -4.214 15.063 -31.996 0.112
H -2.403 14.975 -31.999 0.111
H -2.673 12.727 -30.904 0.118
H -3.441 12.847 -32.523 0.112
H -4.789 13.201 -29.993 0.010
H -3.903 14.863 -29.648 0.019
C -2.471 14.287 -25.039 -0.246
C -2.459 13.129 -24.067 -0.257
O -3.688 12.419 -24.071 -0.042
O -2.365 13.869 -26.406 -0.058
H -1.593 14.887 -24.778 0.119
H -3.374 14.899 -25.001 0.092
H -2.031 13.438 -23.111 0.117
H -1.679 12.494 -24.516 0.122
H -3.698 11.960 -23.225 0.081
H -1.810 14.534 -26.821 0.084
```

Computed properties:
Largest force on an atom = 2.0 eV/A
Frontier orbital gap = 0.1304 hartree
Lowest unoccupied orbital energy = -0.1737 hartree
Charge = 0